<a>
Computed, not measured: C2H10N4 in the gas phase, with wB97M-V/def2-TZVPD.

- Gap between HOMO and LUMO: 8.7547 eV
- LUMO level: 1.20 eV
- Net charge: 0
- HOMO: -7.556 eV
- SMILES: CC(N)(N)NN
- M: 90.13 g mol⁻¹

Cartesian coordinates (Å):
C (-0.28, 0.09, -0.24)
C (0.04, -1.28, -0.80)
N (0.12, 0.24, 1.13)
N (0.28, 1.13, -1.02)
N (-1.75, 0.31, -0.20)
N (1.54, 0.25, 1.48)
H (-0.46, 0.77, 1.79)
H (0.25, 1.12, -2.03)
H (0.90, 1.79, -0.58)
H (-2.15, 1.24, -0.30)
H (-2.40, -0.46, -0.12)
H (1.63, 0.37, 2.49)
H (1.93, -0.66, 1.23)
H (-0.42, -1.41, -1.79)
H (-0.35, -2.07, -0.14)
H (1.12, -1.42, -0.90)

---

<b>
Computed, not measured: 2 unconnected molecules or ions with the total composition C2H10N4, with wB97M-V/def2-TZVPD.

- Gap between HOMO and LUMO: 9.8243 eV
- LUMO level: 0.94 eV
- Net charge: 0
- HOMO: -8.880 eV
- SMILES: [H]/N=C/N.NCN
- M: 90.13 g mol⁻¹

Cartesian coordinates (Å):
N (-1.54, -1.50, 0.44)
C (-0.79, -0.80, 1.42)
N (-0.94, 0.63, 1.38)
H (-1.90, -2.42, 0.55)
H (-1.81, -1.10, -0.44)
H (-1.05, -1.15, 2.43)
H (0.28, -0.99, 1.46)
H (-1.84, 1.00, 1.59)
H (-0.42, 1.06, 0.64)
N (1.21, -0.24, -1.60)
C (1.34, 1.08, -1.32)
N (2.44, 1.71, -1.12)
H (0.36, -0.75, -1.54)
H (2.02, -0.69, -2.00)
H (0.44, 1.70, -1.39)
H (2.19, 2.47, -0.48)

---

Result of the stability comparison: <a> is the least stable of them.

---

<a>
Computed, not measured: a molecular structure, C5H9NS2, with wB97M-V/def2-TZVPD.

- Gap between HOMO and LUMO: 8.3862 eV
- LUMO level: -0.11 eV
- Net charge: 0
- HOMO: -8.497 eV
- M: 147.27 g mol⁻¹

Cartesian coordinates (Å):
C (-1.29, -0.97, 1.30)
C (-0.18, -0.99, 0.24)
C (1.35, -0.63, 0.15)
C (0.31, 0.33, -0.48)
C (0.42, 0.53, -1.93)
H (-1.47, -0.09, 2.31)
H (-2.33, -0.88, 0.62)
H (-1.33, -2.08, 1.62)
H (-0.29, -1.52, -0.87)
H (1.84, -0.26, 1.19)
H (1.96, -1.09, -0.53)
H (-0.92, 1.29, 0.65)
H (0.48, 1.06, 1.53)
H (0.37, 2.51, -0.92)
N (0.07, 1.40, 0.42)
S (0.57, 2.18, -2.27)
S (0.43, -0.78, -3.03)

---

<b>
Computed, not measured: C5H9NS2 in the gas phase, with wB97M-V/def2-TZVPD.

- Gap between HOMO and LUMO: 9.0916 eV
- LUMO level: 0.57 eV
- Net charge: 0
- HOMO: -8.520 eV
- SMILES: N[C@@H]1[C@@H]2CSC[C@@]12S
- M: 147.27 g mol⁻¹

Cartesian coordinates (Å):
C (1.16, -0.78, 0.47)
C (-0.14, -0.98, -0.24)
C (-1.05, -0.34, -1.35)
C (-1.26, 0.59, 1.30)
C (0.05, 0.25, 0.58)
H (3.09, 0.15, 0.17)
H (2.23, -0.30, -1.29)
H (1.13, -1.55, 1.26)
H (-0.76, -1.61, 0.49)
H (-0.68, 0.59, -1.92)
H (-1.64, -0.87, -2.15)
H (-0.98, 1.52, 1.94)
H (-1.36, -0.13, 2.11)
H (-0.42, 2.02, -0.74)
N (2.40, -0.54, -0.19)
S (-2.48, 0.17, -0.15)
S (0.69, 1.79, -0.29)

---

Result of the stability comparison: <a> is the least stable of them.

---

<a>
Computed, not measured: 2 unconnected molecules or ions with the total composition C3H5NO3, with wB97M-V/def2-TZVPD.

- Gap between HOMO and LUMO (alpha / beta): 8.5553 / 9.2947 eV
- LUMO level (alpha / beta): -1.19 / -1.53 eV
- Net charge: 0
- HOMO (alpha / beta): -9.745 / -10.825 eV
- M: 103.08 g mol⁻¹

Cartesian coordinates (Å):
C (-0.34, 0.05, 1.00)
C (-1.41, 0.98, 0.74)
C (0.42, -0.59, -0.09)
N (-1.95, 2.17, 1.29)
O (-3.14, 2.18, 1.55)
O (-1.15, 3.04, 1.57)
O (-1.74, -0.24, 1.14)
H (0.14, 0.24, 1.94)
H (-1.67, 1.55, -1.45)
H (-0.55, -0.99, -0.53)
H (1.18, -1.30, 0.26)
H (0.81, 0.26, -0.68)

---

<b>
Computed, not measured: C3H5NO3 in the gas phase, with wB97M-V/def2-TZVPD.

- Gap between HOMO and LUMO: 8.8013 eV
- LUMO level: 0.69 eV
- Net charge: 0
- HOMO: -8.113 eV
- SMILES: N/C(=C\O)C(=O)O
- M: 103.08 g mol⁻¹

Cartesian coordinates (Å):
C (-0.41, -1.01, 0.60)
C (-0.04, 0.28, 0.12)
N (1.16, 0.97, 0.41)
C (-0.80, 0.46, -1.03)
O (0.28, -1.58, 1.60)
O (-0.35, 1.07, -2.13)
O (-1.22, -1.62, -0.13)
H (-0.16, -2.41, 1.84)
H (0.61, 1.19, -2.04)
H (1.80, 0.40, 0.96)
H (1.00, 1.86, 0.87)
H (-1.88, 0.38, -1.06)

---

Result of the stability comparison: <a> is the least stable of them.

---

<a>
Computed, not measured: C3H5NO3 in the gas phase, with wB97M-V/def2-TZVPD.

- Gap between HOMO and LUMO: 8.2939 eV
- LUMO level: 0.47 eV
- Net charge: 0
- HOMO: -7.824 eV
- M: 103.08 g mol⁻¹

Cartesian coordinates (Å):
C (1.07, 0.07, 0.32)
N (1.85, -1.01, 0.34)
O (1.73, 1.19, 0.07)
O (-0.10, 0.02, 0.90)
H (1.07, 1.86, -0.18)
H (1.43, -1.89, 0.58)
H (2.75, -0.98, -0.12)
C (-2.43, 0.10, -0.12)
C (-1.13, 0.13, -0.40)
O (-0.34, 0.29, -1.37)
H (-2.76, -0.02, 0.90)
H (-3.15, 0.24, -0.91)

---

<b>
Computed, not measured: C3H5NO3 in the gas phase, with wB97M-V/def2-TZVPD.

- Gap between HOMO and LUMO: 10.9015 eV
- LUMO level: 0.81 eV
- Net charge: 0
- HOMO: -10.089 eV
- SMILES: NC(=O)COC=O
- M: 103.08 g mol⁻¹

Cartesian coordinates (Å):
N (0.85, -0.87, 1.17)
C (-0.23, -1.20, 0.41)
O (-1.07, -2.02, 0.73)
C (-0.32, -0.46, -0.93)
O (-0.98, 0.81, -0.79)
C (-0.25, 1.83, -0.34)
O (0.91, 1.78, 0.00)
H (1.37, -0.03, 0.96)
H (0.88, -1.25, 2.11)
H (0.67, -0.30, -1.37)
H (-0.95, -1.04, -1.59)
H (-0.86, 2.74, -0.34)

---

Result of the stability comparison: <a> is the least stable of them.

---

<a>
Computed, not measured: a molecular structure, C3H5NO3, with wB97M-V/def2-TZVPD.

- Gap between HOMO and LUMO: 8.8484 eV
- LUMO level: 0.76 eV
- Net charge: 0
- HOMO: -8.085 eV
- M: 103.08 g mol⁻¹

Cartesian coordinates (Å):
C (-0.07, 0.40, -0.38)
C (-0.86, 0.49, -1.50)
C (0.03, 0.08, 1.33)
N (0.95, 1.07, -1.10)
O (0.07, 1.20, -2.21)
O (-1.92, -0.08, -2.07)
O (0.25, -1.26, 1.63)
H (0.87, 0.71, 1.80)
H (-0.94, 0.31, 1.70)
H (1.38, 2.01, -0.87)
H (-2.23, 0.60, -2.69)
H (1.20, -1.55, 1.58)

---

<b>
Computed, not measured: 2 unconnected molecules or ions with the total composition C3H5NO3, with wB97M-V/def2-TZVPD.

- Gap between HOMO and LUMO: 9.6599 eV
- LUMO level: -0.85 eV
- Net charge: 0
- HOMO: -10.509 eV
- M: 103.08 g mol⁻¹

Cartesian coordinates (Å):
C (-0.47, 0.20, -0.70)
C (-0.40, -1.12, -1.48)
C (0.06, 0.26, 0.78)
N (-0.26, -1.40, -2.91)
O (-1.02, -2.10, -3.49)
O (0.71, -0.83, -3.39)
O (-1.59, -0.62, -1.04)
H (-0.32, 1.08, -1.36)
H (0.08, -2.44, -0.42)
H (1.01, -0.27, 1.02)
H (-0.63, -0.15, 1.59)
H (0.30, 1.28, 1.13)

---

<c>
Computed, not measured: a molecular structure, C3H5NO3, with wB97M-V/def2-TZVPD.

- Gap between HOMO and LUMO: 9.3391 eV
- LUMO level: 0.51 eV
- Net charge: 0
- HOMO: -8.824 eV
- M: 103.08 g mol⁻¹

Cartesian coordinates (Å):
C (0.15, 0.91, 0.58)
C (0.26, -0.26, -0.97)
N (-0.92, -0.62, -1.46)
C (0.59, -0.78, 0.33)
O (-1.18, 1.09, 0.77)
O (1.89, -0.91, 0.74)
O (1.00, 1.68, 0.93)
H (-1.29, 1.98, 1.15)
H (2.43, -0.23, 0.30)
H (-1.31, -0.12, -2.24)
H (-1.58, -1.23, -0.96)
H (-0.04, -1.50, 0.84)

---

Result of the stability comparison: <b> is the least stable of them.

---

<a>
Computed, not measured: C3H5NO3 in the gas phase, with wB97M-V/def2-TZVPD.

- Gap between HOMO and LUMO: 10.4127 eV
- LUMO level: -0.37 eV
- Net charge: 0
- HOMO: -10.786 eV
- SMILES: C=C[C@@H](O)[N+](=O)[O-]
- M: 103.08 g mol⁻¹

Cartesian coordinates (Å):
C (0.29, -1.42, 0.16)
C (-0.64, -0.51, -0.05)
C (-0.29, 1.33, -0.12)
N (-0.11, 1.69, -1.51)
O (-1.05, 2.10, -2.20)
O (1.06, 1.57, -1.85)
O (0.89, 1.69, 0.61)
H (-0.02, -2.47, 0.33)
H (1.37, -1.30, 0.24)
H (-1.77, -0.76, -0.02)
H (-1.06, 1.90, 0.29)
H (1.61, 1.58, 0.01)

---

<b>
Computed, not measured: C3H5NO3 in the gas phase, with wB97M-V/def2-TZVPD.

- Gap between HOMO and LUMO: 10.7207 eV
- LUMO level: 0.82 eV
- Net charge: 0
- HOMO: -9.901 eV
- SMILES: CN1OCOC1=O
- M: 103.08 g mol⁻¹

Cartesian coordinates (Å):
C (1.60, -0.57, 0.02)
C (-1.74, -0.24, 0.14)
C (-0.10, 1.36, -0.15)
H (1.72, -1.54, 0.72)
H (1.83, -0.98, -1.07)
H (2.41, 0.14, 0.12)
H (-1.77, -0.49, 1.20)
H (-2.75, -0.44, -0.35)
N (0.30, 0.03, 0.14)
O (-0.63, -0.82, -0.54)
O (-1.47, 1.15, -0.10)
O (0.58, 2.39, -0.13)

---

Result of the stability comparison: <a> is the least stable of them.

---

<a>
Computed, not measured: 2 unconnected molecules or ions with the total composition C3H5NO3, with wB97M-V/def2-TZVPD.

- Gap between HOMO and LUMO: 5.2659 eV
- LUMO level: -4.09 eV
- Net charge: 0
- HOMO: -9.353 eV
- M: 103.08 g mol⁻¹

Cartesian coordinates (Å):
C (-0.39, -1.74, -1.20)
N (-1.26, -0.69, -0.81)
C (-0.57, -0.15, 0.10)
C (0.76, 0.64, -0.15)
O (-0.49, 1.95, 1.65)
O (1.63, -0.08, -0.77)
O (-0.22, -2.80, -0.71)
H (0.21, -1.42, -2.09)
H (-0.52, 2.24, 2.57)
H (-0.55, -0.41, 1.17)
H (0.98, 0.88, 0.92)
H (0.44, 1.57, -0.68)

---

<b>
Computed, not measured: 2 unconnected molecules or ions with the total composition C3H5NO3, with wB97M-V/def2-TZVPD.

- Gap between HOMO and LUMO: 9.1783 eV
- LUMO level: -0.21 eV
- Net charge: 0
- HOMO: -9.390 eV
- SMILES: C=C1CO1.O=NO
- M: 103.08 g mol⁻¹

Cartesian coordinates (Å):
C (-0.76, 0.81, -2.26)
C (-0.09, 0.35, -1.02)
C (0.74, -0.27, -0.20)
N (0.23, 1.20, 2.38)
O (-0.94, 1.43, 2.24)
O (0.94, 2.42, 2.83)
O (-0.74, 1.56, -1.08)
H (-0.13, 1.08, -3.08)
H (-1.68, 0.37, -2.58)
H (0.92, 0.06, 0.80)
H (1.11, -1.25, -0.45)
H (1.95, 2.13, 3.01)

---

Result of the stability comparison: <a> is the least stable of them.

---

<a>
Computed, not measured: C3H5NO3 in the gas phase, with wB97M-V/def2-TZVPD.

- Gap between HOMO and LUMO: 11.5133 eV
- LUMO level: 0.27 eV
- Net charge: 0
- HOMO: -11.242 eV
- SMILES: C[C@@H]1O[C@H]1[N+](=O)[O-]
- M: 103.08 g mol⁻¹

Cartesian coordinates (Å):
C (-0.72, 0.55, -0.27)
C (-1.75, 0.00, 0.63)
C (0.71, 0.05, -0.09)
N (-3.10, -0.14, 0.01)
O (-3.47, 0.85, -0.57)
O (-3.65, -1.20, 0.07)
O (-1.24, 1.28, 0.80)
H (-0.86, 0.67, -1.33)
H (-1.48, -0.89, 1.50)
H (0.74, -0.20, 0.87)
H (1.42, 0.95, -0.35)
H (1.06, -0.66, -0.83)

---

<b>
Computed, not measured: C3H5NO3 in the gas phase, with wB97M-V/def2-TZVPD.

- Gap between HOMO and LUMO: 10.2575 eV
- LUMO level: 0.59 eV
- Net charge: 0
- HOMO: -9.670 eV
- SMILES: N[C@H](C=O)C(=O)O
- M: 103.08 g mol⁻¹

Cartesian coordinates (Å):
C (1.00, -0.29, 0.61)
N (-1.34, -0.78, -0.01)
C (-0.16, 1.33, -0.69)
C (-0.42, 0.26, 0.37)
O (1.89, 0.35, 1.07)
O (1.13, -1.54, 0.18)
O (-0.33, 1.15, -1.86)
H (2.02, -1.88, 0.38)
H (-1.04, -1.20, -0.89)
H (-2.26, -0.39, -0.17)
H (0.26, 2.26, -0.29)
H (-0.75, 0.74, 1.30)

---

Result of the stability comparison: <a> is the least stable of them.